1.
21
Properties=species:S:1:pos:R:3:forces:R:3 method="wB97M-V/def2-TZVPD" charge=0 multiplicity=1 fmax_ev_per_a=4.57 homo_ev=-8.90 orbital_gap_ev=9.154
O 1.735354 0.778657 1.288896 -0.4 0.5 -1.3
O -0.083029 -1.844910 -0.217181 0.1 0.3 0.2
C -0.345205 -1.003352 2.011939 -0.2 0.1 0.0
C 0.169052 -0.999212 0.603256 1.0 0.9 -0.2
C -1.670460 0.264403 -1.708254 -0.1 -0.5 0.2
C 1.393039 0.112201 0.334108 0.3 -3.5 2.9
C -1.145848 1.732474 0.276385 0.0 -0.3 -0.1
C 2.336786 -0.453391 -0.694103 -0.2 1.2 -0.7
C -0.784506 1.030963 -0.790384 1.9 0.9 -0.8
H -2.664910 0.170871 -1.273542 -0.1 0.1 0.0
H -1.366703 -1.376455 2.033274 0.0 0.0 0.0
H 0.355380 1.081777 -1.072600 -2.4 0.2 0.0
H 0.270167 -1.693638 2.590136 0.1 0.0 0.0
H -0.259897 -0.021098 2.465724 -0.1 0.0 0.0
H 1.757957 -0.774792 -1.556090 0.2 -0.1 -0.2
H 2.859738 -1.312474 -0.274177 -0.2 0.0 0.2
H -0.442312 2.367735 0.791360 0.1 -0.2 0.2
H -1.759185 0.741037 -2.683952 0.1 0.1 0.0
H 3.072424 0.305563 -0.952747 0.1 -0.1 -0.2
H -2.140457 1.638815 0.687963 -0.3 0.3 -0.1
H -1.287387 -0.745173 -1.860010 0.0 0.0 -0.1

=====

2.
10
Properties=species:S:1:pos:R:3:forces:R:3 method="wB97M-V/def2-TZVPD" charge=0 multiplicity=1 fmax_ev_per_a=1.36 homo_ev=-9.66 orbital_gap_ev=9.916
O 1.169195 1.030733 0.209842 -0.2 -0.6 0.0
O 2.451962 -0.889784 -0.027362 -1.2 0.7 0.1
C 1.408853 -0.307086 0.045193 0.7 -0.2 0.0
C -1.028482 0.757003 -0.875269 0.0 0.2 0.3
C -0.069217 -0.712394 0.035720 -0.2 0.1 -1.1
C -0.288524 0.780016 0.354328 0.2 0.3 0.0
H -0.523309 -1.496736 0.628075 0.1 0.1 0.0
H -0.662765 1.073844 1.331226 0.1 0.0 -0.1
H -2.071882 0.500461 -0.594903 0.3 0.0 0.0
H -0.385831 -0.736057 -1.106853 0.3 -0.4 0.8

=====

3.
131
Properties=species:S:1:pos:R:3:forces:R:3 method="wB97M-V/def2-TZVPD" charge=0 multiplicity=1 fmax_ev_per_a=3.00 homo_ev=-8.91 orbital_gap_ev=9.006
O 5.819877 3.740673 1.471749 0.2 0.3 -0.2
O -1.621715 2.119292 -4.507579 0.6 0.6 0.6
O -4.296564 3.408846 -0.482786 0.2 -0.3 0.1
O 1.736695 -4.141054 4.411689 -0.8 -0.7 -0.3
O 5.683668 2.488174 -3.378349 0.0 0.1 -1.6
O -3.507092 -0.463456 4.495278 -0.3 0.4 -0.3
O -1.505475 2.029775 2.975639 0.8 -0.3 0.3
O -5.774551 -1.274012 -3.931151 -0.5 1.3 0.0
O -2.199927 -2.419002 -2.303899 0.1 -0.2 -0.8
O 1.602310 0.882869 -0.040159 -1.0 0.0 1.3
O 2.794258 -2.180259 -0.580207 0.3 0.6 0.1
O 0.752835 -4.383491 -4.329611 -0.8 0.1 1.3
O -3.445917 -2.774187 1.040536 -0.5 -0.4 0.0
N 5.793432 5.269049 -3.521831 -1.0 -0.6 -0.2
N 0.120508 2.488700 -3.119292 0.6 0.2 0.3
N 1.563765 -4.283381 -2.186777 0.1 -1.2 0.6
N -1.679374 -0.792591 -0.008523 -0.7 0.9 -0.5
N 1.335895 -5.133006 2.412493 0.2 0.8 1.0
N -6.151532 -0.824664 5.408411 -0.3 0.7 0.5
N -5.283644 -1.974117 -0.057456 -0.6 -0.1 0.5
N -2.734928 1.764904 -0.750556 0.8 -0.5 0.1
N -2.458849 -4.236638 -3.692427 -0.1 0.8 0.4
N -4.400785 1.515684 0.776531 0.4 -0.2 -0.9
N 0.648261 2.390846 3.678465 0.5 -0.3 0.2
N -1.671307 3.933189 -3.172582 0.7 0.2 0.2
N 4.820901 -2.783859 0.231806 0.8 -0.2 0.2
N 0.039278 2.590982 1.451989 0.4 0.1 1.0
N 3.875186 -0.902803 0.996064 -0.1 1.2 0.6
N 0.773055 -2.420978 -3.146843 -0.6 0.0 -0.6
N 5.543294 2.834948 -0.591972 0.1 0.3 0.0
N -3.176993 -4.316173 -1.529502 -0.2 -0.3 -1.1
N 0.257392 -5.903830 4.230550 -0.5 -0.2 1.2
N -5.003696 -1.603097 2.173699 0.4 0.1 1.1
N -6.402911 0.405123 -2.463601 -1.0 0.3 -0.8
N 5.870436 5.060204 -0.390672 0.4 2.1 0.8
N -4.332691 -0.516745 -2.402326 1.2 0.6 0.3
C -0.322377 2.263050 2.720557 -1.9 1.5 0.3
C -4.528891 -2.170713 1.040362 0.7 0.1 -1.0
C 0.215072 -1.811899 0.994029 1.1 0.7 -0.2
C 5.002338 1.312881 -3.741771 -0.4 -1.7 1.6
C 6.342853 3.070406 -4.496573 0.4 0.6 0.0
C -3.781347 -0.729867 5.841731 0.8 -0.8 2.0
C 3.756054 -1.944256 0.150369 -0.5 -1.0 -0.1
C 8.092124 4.425594 -3.211731 -0.2 -0.6 1.4
C -0.356654 -0.468991 0.547002 -1.1 -0.9 -0.2
C -5.508286 -0.429579 -3.072297 0.7 -2.7 1.2
C 2.533906 1.227516 -1.030307 -0.5 -0.4 1.0
C 6.891129 4.471781 -4.118346 -0.3 -0.1 -1.1
C 5.780182 3.881752 0.253728 -0.7 -1.1 -0.1
C -2.598106 -3.568009 -2.513046 0.5 -0.2 0.7
C -5.434058 -0.301224 7.714549 0.4 0.8 1.4
C 0.932568 -3.776974 -3.265433 1.7 0.1 -1.6
C -2.209843 -0.699232 4.001204 0.9 0.1 -0.4
C -3.818688 2.319511 -0.173737 -0.8 1.2 -0.4
C 1.148847 -5.002815 3.757105 0.7 0.6 0.1
C -1.065636 2.848097 -3.680315 -1.5 -1.9 -1.5
C 0.420611 0.270578 -0.530102 0.4 -1.0 -0.4
C -5.125182 -0.165521 6.251059 0.1 -0.4 -1.7
H 4.294389 1.103385 -2.936392 -0.5 0.5 -0.3
H 0.756117 -0.445743 -1.290965 -0.2 -0.1 0.0
H -7.355317 0.127381 -2.640011 0.0 0.4 0.0
H -6.198679 0.845578 -1.584919 0.2 0.0 0.0
H 0.380524 -2.409756 0.096852 0.0 0.0 0.0
H 1.957778 -5.208606 -2.225512 -0.1 0.1 -0.2
H -3.220209 -5.272377 -1.829168 -0.3 -0.3 0.9
H 5.661861 6.217406 -3.858747 1.0 0.1 -0.1
H -3.644878 -1.788441 6.101755 -0.6 -0.4 -0.6
H 0.688285 3.184732 -2.667753 0.1 -0.1 0.0
H 0.556716 1.675155 -3.518094 0.1 0.2 -0.1
H 5.483472 -2.628392 0.967816 0.2 -0.2 0.0
H 1.533077 2.791253 3.415614 0.0 0.1 0.0
H 1.239732 -1.985553 -2.370674 -0.5 0.2 0.2
H -0.555470 0.232345 1.363595 0.3 -0.4 0.1
H 1.812057 -3.692908 -1.410380 0.1 0.0 0.0
H -1.797559 -3.893043 -4.368558 -0.1 -0.2 -0.1
H -6.179705 0.403993 8.093206 -0.7 -0.3 -0.6
H -2.173789 -1.430831 0.606299 0.1 -0.1 -0.1
H 7.114881 2.414611 -4.913275 0.5 0.0 0.6
H -2.287853 2.193517 -1.542048 -0.3 0.3 0.0
H 7.152563 4.891417 -5.095336 0.3 0.1 0.0
H -2.603915 4.109734 -3.502010 0.1 0.4 0.3
H 7.883436 3.732313 -2.388587 -0.1 -0.2 -0.1
H -3.120862 -0.331204 6.628507 0.8 0.8 -0.9
H -5.927939 -0.502143 4.471862 -0.1 -0.3 -0.2
H -5.657879 -1.306244 8.069180 -0.2 -0.1 -0.4
H -5.531363 -0.746663 2.166800 -0.2 -0.1 -0.4
H -1.455487 -0.065713 4.471152 0.0 -0.4 0.6
H -4.638730 0.054711 8.381413 0.6 -0.3 -0.5
H 2.789047 0.259482 -1.474176 0.4 0.5 -0.8
H -0.110715 -2.088591 -3.506004 0.2 0.5 0.2
H 0.354762 2.632873 4.608848 -0.2 -0.2 0.0
H 5.589813 0.391524 -3.630545 0.8 0.3 -0.5
H 0.046582 -5.913595 5.214039 0.1 0.0 -0.1
H 1.028988 2.465172 1.299885 -0.4 -0.1 -1.1
H 4.686211 -0.796934 1.576408 0.1 -0.2 0.0
H 5.452730 1.928249 -0.174494 0.1 -0.1 -0.2
H -4.054303 0.059976 -1.625686 -0.5 0.4 -0.2
H -2.890930 -5.134198 -3.785165 0.2 -0.1 -0.4
H -2.089604 -0.367199 2.967845 -0.9 0.2 -0.1
H -3.644030 -1.236461 -2.545683 -0.1 -0.1 -0.9
H -0.281194 0.928075 -1.046958 0.3 0.6 0.1
H 1.959489 -4.400680 2.109410 0.0 -0.7 -1.0
H 5.930075 5.851767 0.231324 0.1 -0.1 0.0
H -0.707048 2.336045 0.817563 0.6 0.0 -0.5
H -0.454864 -2.384224 1.633495 0.0 0.3 0.2
H -1.121268 4.481131 -2.536281 -0.8 0.5 0.1
H -2.447205 0.805454 -0.488030 0.1 0.2 0.0
H 8.228627 5.354819 -2.657647 0.3 0.3 -0.5
H 5.871856 5.302377 -1.373159 -0.2 -0.9 -0.2
H 9.012845 4.055397 -3.658570 0.0 0.3 -0.3
H -5.041548 0.868932 5.892055 -0.1 0.3 0.7
H -5.194196 1.908451 1.245544 0.2 -0.1 0.5
H 4.887874 -3.657109 -0.256873 -0.3 0.1 -0.2
H 1.188828 -1.642599 1.459719 0.0 -0.4 0.3
H 4.944679 4.850832 -3.899012 -0.2 -0.2 0.5
H -7.008972 -0.322259 5.634084 -0.2 -0.3 -0.1
H 3.351776 1.650908 -0.453191 0.3 0.1 -0.5
H 5.688161 3.157996 -5.372049 -0.6 0.2 0.3
H -1.692943 -1.235859 -0.934559 0.4 -0.1 0.5
H -4.286771 -1.582939 2.887949 -0.3 0.0 0.3
H 4.498852 1.240775 -4.706096 0.1 0.7 -0.1
H 5.501616 3.009427 -1.590385 0.0 -0.5 0.3
H -5.036308 -2.247093 -0.990959 0.3 -0.1 0.1
H -3.801291 0.764332 1.078326 -0.5 -0.1 0.8
H 2.062737 1.992791 -1.647202 0.5 -0.2 -0.6
H 3.125061 -0.276788 1.248219 -0.4 -0.3 -0.6
H 0.996461 -5.973036 1.994710 0.4 0.2 -1.0
H -6.120666 -1.438790 0.083653 -0.1 0.0 -0.4
H -0.064987 -6.674808 3.681720 -0.1 0.0 -0.1
H -3.131688 -4.055841 -0.555240 0.0 0.3 0.1
H -1.931505 -1.755728 3.946688 -0.1 -0.1 0.7

=====

4.
30
Properties=species:S:1:pos:R:3:forces:R:3 method="wB97M-V/def2-TZVPD" charge=0 multiplicity=1 fmax_ev_per_a=2.32 homo_ev=-8.66 orbital_gap_ev=9.373
N -2.249037 0.436511 -0.940239 0.8 -0.5 -0.3
N -4.252691 0.011465 -0.256347 -0.7 0.3 0.6
C 1.908649 0.617718 0.264151 0.6 0.6 -0.2
C -4.392097 -2.527997 -0.421182 -0.8 1.1 -1.9
C 3.298340 2.603347 0.073008 0.2 0.5 0.1
C 2.550607 1.580664 -0.522045 0.4 0.4 1.8
C 1.175609 -0.504819 -0.394472 -0.6 -0.2 0.5
C -3.382433 0.973974 -0.510487 -1.6 -0.9 0.4
C -2.389544 -0.923944 -0.946730 -0.7 0.2 0.2
C 1.930046 -1.838991 -0.311384 -1.4 -0.3 -0.7
C 3.399912 2.690502 1.473935 -0.5 -0.5 -0.4
C 1.998512 0.714630 1.651725 0.9 0.9 -0.6
C 2.740182 1.736839 2.257795 -0.3 -0.3 0.0
C -3.639463 -1.202034 -0.506841 -0.6 0.4 0.0
H -3.554680 2.038252 -0.414993 0.0 -0.2 0.0
H 1.274760 -2.700864 -0.621020 0.7 0.9 -0.1
H 1.547016 -0.031804 2.253746 -0.5 -0.5 0.5
H 3.953283 3.491082 1.943317 0.1 0.0 0.0
H 2.091740 -1.994916 0.729100 0.7 -0.3 0.8
H 2.849133 -1.803982 -0.899202 0.0 -0.2 0.2
H 2.457004 1.550203 -1.568030 -0.1 -0.1 -1.3
H 0.961417 -0.236002 -1.425398 -0.2 0.0 -0.2
H -4.894735 -2.734020 -1.432524 0.7 0.3 1.3
H -3.828628 -3.400964 -0.163144 0.7 -0.2 0.1
H 3.802088 3.373658 -0.561677 -0.5 -0.8 0.6
H 0.227655 -0.592676 0.168844 0.2 -0.2 -0.5
H -5.196962 -2.423415 0.284796 -0.3 0.1 0.4
H 2.758125 1.744224 3.359616 0.2 0.2 -0.7
H -1.444324 0.931493 -1.216234 0.9 0.5 -0.3
H -1.699479 -1.578129 -1.348095 1.6 -0.9 -0.6

=====

Calculated relative energy (zero: lowest compared OMol25 entry of this formula, charge and spin) (kcal per mole), listed in the same order as above: 41.8 89.3 41.1 13.1